# 1
Computed, not measured: 14 unconnected molecules or ions with the total composition C28H91N7O14 at a distorted geometry, with wB97M-V/def2-TZVPD.

```
! wB97M-V def2-TZVPD RIJCOSX def2/J DEFGRID3
* xyz 0 1
O 0.0828 6.2369 -0.5526
H 0.5639 6.4353 -1.3560
H 0.5437 5.4873 -0.1758
O -3.7201 6.7562 1.6351
H -4.2843 6.6037 2.3932
H -4.0274 6.1319 0.9779
O -4.9417 2.6422 -0.1389
H -4.8685 3.5960 -0.1045
H -5.6423 2.4780 -0.7701
O -3.2785 0.1547 -3.8562
H -3.6681 -0.6894 -3.6286
H -3.1353 0.5877 -3.0146
O 2.4103 4.3854 0.3444
H 2.2496 3.4418 0.3418
H 3.3531 4.4687 0.2013
O -3.3940 0.4566 -1.0743
H -2.5765 0.4899 -0.5774
H -4.0005 1.0039 -0.5753
O -4.7516 5.8599 4.0105
H -4.1041 5.5152 4.6255
H -5.5728 5.4397 4.2660
C -2.8455 3.8881 -2.7193
C -2.1222 3.7621 -4.1033
C -0.6970 3.1775 -3.8843
O 0.0803 3.3504 -5.0954
C 1.4489 2.9365 -5.0364
N -2.9671 3.0510 -5.0003
H -2.3200 4.5387 -2.0203
H -2.9742 2.9855 -2.1220
H -3.8163 4.3799 -2.7811
H -2.1905 4.7691 -4.5148
H -0.5908 2.1384 -3.5724
H -0.1829 3.7138 -3.0866
H 1.5768 1.8610 -4.9132
H 1.8957 3.2947 -4.1090
H 2.0855 3.2774 -5.8528
H -2.3414 2.7427 -5.7307
H -3.1958 2.1413 -4.6257
C 6.6130 -3.4505 -3.9148
C 5.0942 -3.5266 -4.0732
C 4.3859 -2.9174 -2.8302
O 3.0591 -3.3931 -2.9543
C 2.2249 -2.8506 -1.9822
N 4.6254 -2.8163 -5.2873
H 7.0545 -3.8189 -2.9888
H 7.0000 -2.4532 -4.1239
H 7.0868 -3.9661 -4.7501
H 4.8079 -4.5741 -4.1672
H 4.5086 -1.8343 -2.8401
H 4.8651 -3.2820 -1.9216
H 1.1641 -3.0482 -2.1361
H 2.4238 -1.8068 -1.7395
H 2.4268 -3.3979 -1.0615
H 4.8312 -3.3657 -6.1095
H 3.6260 -2.7667 -5.1504
C 0.2291 0.4488 -1.1762
C -0.3095 0.9022 0.2310
C -0.9242 2.3225 0.1482
O -1.3993 2.5597 1.4793
C -1.9507 3.8957 1.7149
N -1.3476 -0.0392 0.6230
H 0.3579 -0.6279 -1.0661
H 1.1534 0.9556 -1.4537
H -0.5098 0.6510 -1.9516
H 0.3862 0.8109 1.0650
H -1.7329 2.3625 -0.5815
H -0.2114 3.1021 -0.1205
H -2.7579 4.1065 1.0134
H -1.2201 4.6991 1.6207
H -2.4909 3.9398 2.6606
H -1.0442 -0.9542 0.9243
H -1.8714 0.3766 1.3798
C 0.5768 -2.0154 3.0703
C 0.7169 -2.7987 1.7841
C 1.1837 -4.2618 2.0802
O 1.5053 -4.8108 0.7751
C 2.2968 -5.9809 0.7734
N -0.5824 -2.7385 1.2584
H 1.2958 -2.3113 3.8342
H -0.4321 -2.0739 3.4786
H 0.8010 -0.9511 2.9980
H 1.3956 -2.2824 1.1052
H 0.4860 -4.8813 2.6436
H 2.0044 -4.2955 2.7967
H 1.9391 -6.6915 1.5185
H 3.3340 -5.7505 1.0168
H 2.2070 -6.6006 -0.1188
H -1.2069 -3.2748 1.8437
H -0.5689 -3.2219 0.3716
C -1.8541 -3.8816 -1.6612
C -3.0871 -4.0210 -2.6456
C -3.9760 -5.2990 -2.4718
O -3.2819 -6.2486 -3.2855
C -3.9560 -7.4676 -3.4024
N -3.7210 -2.7405 -2.6014
H -2.2634 -3.6503 -0.6778
H -1.1714 -3.0447 -1.8081
H -1.3040 -4.8220 -1.6258
H -2.5972 -4.1024 -3.6159
H -5.0144 -5.3044 -2.8031
H -3.8433 -5.5948 -1.4311
H -4.4821 -7.8051 -2.5095
H -3.2941 -8.2653 -3.7395
H -4.7238 -7.2908 -4.1556
H -4.6533 -2.7903 -2.9864
H -3.6691 -2.3644 -1.6655
C 3.3564 2.1006 3.5268
C 4.2108 0.8575 3.2099
C 4.8138 0.9156 1.7932
O 3.8985 1.1937 0.8104
C 4.2312 0.5922 -0.4210
N 5.3479 0.7107 4.0874
H 2.4473 2.0579 2.9270
H 3.7960 3.0980 3.5408
H 2.9534 2.0524 4.5384
H 3.5179 0.0204 3.2948
H 5.3406 -0.0313 1.6753
H 5.5390 1.7093 1.6139
H 5.1491 0.9351 -0.8984
H 3.5113 0.9792 -1.1422
H 4.0210 -0.4770 -0.3945
H 6.1436 1.2508 3.7789
H 5.0509 1.1270 4.9584
C -0.5326 2.4126 6.4885
C -0.6504 1.7457 5.1558
C -2.0322 1.1439 4.9010
O -2.6647 0.3725 5.9404
C -2.2614 -0.9580 6.0090
N -0.1457 2.5887 4.0696
H -1.4470 2.9417 6.7567
H 0.2552 3.1608 6.4001
H -0.2439 1.6756 7.2379
H 0.0638 0.9223 5.1616
H -2.0531 0.6684 3.9204
H -2.6844 2.0132 4.8174
H -2.5224 -1.3147 7.0054
H -1.1725 -1.0050 6.0242
H -2.7283 -1.6156 5.2758
H -0.1358 3.5724 4.2984
H -0.6689 2.4838 3.2121
*
```

Its relative energy (zero: lowest compared OMol25 entry of this formula, charge and spin) is 397.46 kJ/mol.


# 2
Computed, not measured: a molecular structure, C29H14BrCl2F5HfN5O3Se at a distorted geometry, with wB97M-V/def2-TZVPD.

```
! wB97M-V def2-TZVPD RIJCOSX def2/J DEFGRID3
* xyz 1 1
Hf -0.1316 0.0348 0.2636
Cl -5.7424 3.8727 0.7191
C -4.1034 3.3728 0.7821
C -3.8048 2.0141 0.7870
C -2.4859 1.6066 0.8306
N -2.0726 0.2506 0.8898
C -2.3606 -0.4252 2.0167
O -3.0675 -0.0797 2.9417
C -1.6761 -1.7785 2.0520
C -2.2350 -2.7998 2.8071
C -1.6290 -4.0444 2.8113
C -0.4527 -4.2097 2.0905
C 0.0643 -3.1309 1.3990
N -0.5329 -1.9323 1.3664
C -1.4430 2.5546 0.9106
C -1.7475 3.9086 0.9388
C -3.0750 4.3136 0.8520
Cl -3.4348 5.9885 0.8397
N -0.1755 1.9637 1.0265
C 0.8236 2.5121 1.7367
O 0.9618 3.6628 2.1054
C 1.8530 1.4611 2.1052
C 2.9418 1.8476 2.8813
C 3.8740 0.8967 3.2547
C 3.6829 -0.4157 2.8375
C 2.5696 -0.7213 2.0736
N 1.6621 0.1891 1.7063
H -4.5964 1.2812 0.7772
H -3.1382 -2.5869 3.3566
H -2.0678 -4.8664 3.3556
H 0.0716 -5.1510 2.0698
H 0.9892 -3.2327 0.8386
H -0.9666 4.6413 1.0605
H 3.0164 2.8867 3.1709
H 4.7341 1.1665 3.8485
H 4.3835 -1.1886 3.1072
H 2.4051 -1.7347 1.7282
O 3.9653 2.5274 -4.2649
C 3.2576 2.1839 -3.2065
C 3.8054 1.9061 -1.9494
C 2.9749 1.5150 -0.9245
N 1.6521 1.3624 -1.0492
C 1.1439 1.6770 -2.2398
Br -0.7726 1.4473 -2.3052
C 1.8587 2.0871 -3.3356
H 4.9206 2.5183 -4.1069
H 4.8672 1.9818 -1.7772
H 3.3959 1.3090 0.0478
H 1.3929 2.3096 -4.2811
F -3.3712 -3.9257 -4.8013
C -2.3896 -3.4429 -4.0519
C -2.6574 -2.5906 -2.9820
F -3.8974 -2.2293 -2.6783
C -1.5949 -2.1129 -2.2333
F -1.8367 -1.2890 -1.1505
C -0.2686 -2.4164 -2.4996
Se 1.1253 -1.6155 -1.4859
C -0.0221 -3.2848 -3.5652
F 1.2350 -3.6163 -3.8405
C -1.0667 -3.7998 -4.3266
F -0.8126 -4.6282 -5.3294
*
```

Its relative energy (zero: lowest compared OMol25 entry of this formula, charge and spin) is 81.74 kJ/mol.


# 3
Computed, not measured: a molecular structure, C29H16Br2ClF4N9O2Pt at a distorted geometry, with wB97M-V/def2-TZVPD.

```
! wB97M-V def2-TZVPD RIJCOSX def2/J DEFGRID3
* xyz 4 1
Pt 0.0969 -1.3367 -0.5549
C 3.4065 -0.1737 2.7469
O 1.9800 -0.2427 3.0478
C 1.1587 -0.6683 2.1469
O 1.5054 -0.9699 0.9818
N -0.1145 -0.7595 2.5772
N -1.1209 -1.2043 1.7134
H 3.8668 0.1977 3.6552
H 3.5895 0.5062 1.9194
H 3.7866 -1.1656 2.5156
H -0.3050 -0.5915 3.5572
H -1.8719 -0.5220 1.6837
H -1.5095 -2.0819 2.0505
Br -0.8494 -7.7848 0.5746
C -0.4519 -5.9977 0.1719
C 0.6274 -5.3544 0.7806
C 0.8486 -4.0251 0.4990
N 0.0692 -3.3300 -0.3425
C -0.9514 -3.9560 -0.9819
C -1.2343 -5.2840 -0.7382
C -1.6591 -3.1066 -1.9511
C -2.6368 -3.5512 -2.8152
C -3.1876 -2.6671 -3.7456
Br -4.5333 -3.2459 -4.9144
C -2.7130 -1.3578 -3.7921
C -1.7342 -0.9778 -2.9007
N -1.2305 -1.8181 -1.9880
H 1.2773 -5.8862 1.4614
H 1.6744 -3.4913 0.9519
H -2.0548 -5.7768 -1.2396
H -2.9876 -4.5727 -2.7864
H -3.1039 -0.6490 -4.5084
H -1.3444 0.0305 -2.9159
F 1.2001 5.5623 0.9704
C 0.0039 5.1977 1.3441
C -0.8201 6.1205 1.9722
F -0.3750 7.3253 2.1477
C -2.1232 5.7764 2.4097
C -2.5573 4.4429 2.1487
C -1.7373 3.5452 1.5168
F -2.1443 2.2873 1.3539
C -0.4346 3.8803 1.0918
C 0.4345 2.9198 0.4651
C 0.0675 1.6881 -0.0981
N -0.0498 0.6677 -0.6276
C 1.8448 3.0485 0.5051
N 2.9921 3.0116 0.6369
F -3.7321 4.0387 2.5501
C -2.9453 6.7177 3.0957
C -2.4378 7.8887 3.6876
N -2.0130 8.8368 4.1968
C -4.3329 6.5344 3.2459
N -5.4725 6.3720 3.3532
Cl 3.9350 1.2654 -4.3100
C 3.5041 -0.1728 -3.5105
C 4.2343 -1.3491 -3.6612
C 3.8422 -2.4831 -2.9710
C 2.7216 -2.4313 -2.1582
N 2.0255 -1.3023 -2.0367
C 2.3892 -0.1971 -2.6723
H 5.0984 -1.3737 -4.3130
H 4.3987 -3.4060 -3.0562
H 2.3834 -3.3010 -1.6131
H 1.8066 0.7032 -2.5238
*
```

Its relative energy (zero: lowest compared OMol25 entry of this formula, charge and spin) is 195.37 kJ/mol.


# 4
Computed, not measured: a molecular structure, C29H16Cl5IN2O2PSeW at a distorted geometry, with wB97M-V/def2-TZVPD.

```
! wB97M-V def2-TZVPD RIJCOSX def2/J DEFGRID3
* xyz 1 3
W 0.8285 -0.9414 -1.2792
I 1.1319 -2.1913 1.3719
C 2.2461 -0.5424 2.1884
C 3.4886 -0.8494 2.6624
C 4.2483 0.1395 3.3095
C 3.6943 1.3614 3.5483
C 2.3886 1.6739 3.1019
C 1.7935 2.9019 3.4652
C 0.5229 3.2120 3.0775
C -0.1441 2.3629 2.1852
C 0.4071 1.1723 1.7647
P -0.4513 0.4692 0.3025
C -0.7303 1.9834 -0.6787
C -1.9772 2.5054 -0.9990
C -2.0623 3.6190 -1.8240
C -0.9133 4.2165 -2.3175
C 0.3368 3.7129 -1.9792
C 0.4274 2.5978 -1.1669
C -2.0350 -0.1371 0.9341
C -2.1183 -0.5285 2.2708
C -3.2827 -1.1052 2.7512
C -4.3667 -1.2938 1.9064
C -4.2981 -0.8793 0.5840
C -3.1363 -0.3094 0.0910
C 1.6531 0.7379 2.3102
H 3.8824 -1.8514 2.5588
H 5.2491 -0.0928 3.6461
H 4.2388 2.1146 4.1034
H 2.3666 3.5893 4.0748
H 0.0513 4.1282 3.4047
H -1.1035 2.6673 1.7847
H -2.8775 2.0515 -0.6050
H -3.0358 4.0116 -2.0860
H -0.9886 5.0811 -2.9632
H 1.2374 4.1805 -2.3539
H 1.4052 2.2194 -0.8877
H -1.2788 -0.3771 2.9373
H -3.3418 -1.4050 3.7891
H -5.2660 -1.7671 2.2776
H -5.1481 -1.0158 -0.0712
H -3.0848 -0.0132 -0.9450
Cl -1.5461 -3.3925 -0.2018
C -0.5914 -3.8156 -1.5773
C 0.4367 -2.9500 -1.9674
C 1.1441 -3.3431 -3.1072
Cl 2.3822 -2.2539 -3.6444
C 0.8794 -4.5001 -3.8217
Cl 1.7899 -4.8878 -5.2158
C -0.1494 -5.3355 -3.3861
Cl -0.5121 -6.7640 -4.2475
C -0.8853 -4.9957 -2.2495
Cl -2.1415 -6.0199 -1.6985
O -1.0821 -0.6929 -2.1908
N -0.6216 -0.0092 -3.1516
O 0.6359 0.1209 -2.9495
Se 3.1708 -0.3090 -0.9032
C 3.4645 0.5802 -2.4792
N 3.6686 1.1593 -3.4535
*
```

The expectation value of S² is 2.024. Its relative energy (zero: lowest compared OMol25 entry of this formula, charge and spin) is 204.27 kJ/mol.


# 5
Computed, not measured: a molecular structure, C29H19BCoF3N4O7S4 at a distorted geometry, with wB97M-V/def2-TZVPD.

```
! wB97M-V def2-TZVPD RIJCOSX def2/J DEFGRID3
* xyz -2 1
Co 0.2497 -0.5204 1.1051
O -0.9757 0.3087 2.2938
C -2.2138 0.5345 2.0649
C -3.0720 0.9036 3.1434
C -4.4023 1.1769 2.9544
C -4.9834 1.1094 1.6774
C -4.1798 0.7600 0.6155
C -2.8156 0.4733 0.7673
C -2.0610 0.1096 -0.4029
N -0.8139 -0.1982 -0.3965
N -0.2648 -0.5731 -1.6203
C 0.9006 -1.1243 -1.3825
O 1.4324 -1.2569 -0.2278
C 1.6821 -1.6095 -2.5581
C 1.1658 -1.5663 -3.8506
C 1.9212 -2.0200 -4.9208
C 3.2013 -2.5204 -4.7117
C 3.7185 -2.5636 -3.4241
C 2.9628 -2.1113 -2.3517
H -2.6202 0.9482 4.1268
H -5.0155 1.4455 3.8089
H -6.0349 1.3232 1.5324
H -4.6024 0.7000 -0.3839
H -2.5752 0.0790 -1.3632
H 0.1700 -1.1686 -3.9921
H 1.5120 -1.9822 -5.9240
H 3.7923 -2.8727 -5.5494
H 4.7168 -2.9492 -3.2537
H 3.3417 -2.1332 -1.3381
F 2.1161 -4.9307 2.9186
C 2.2882 -3.6022 2.7520
F 2.7105 -3.4066 1.5014
F 3.2826 -3.2305 3.5778
S 0.7270 -2.6866 3.1243
O 1.1041 -1.3091 2.7776
O 0.5687 -2.8996 4.5401
O -0.2401 -3.2974 2.2520
O 1.5421 1.8036 2.4661
B 1.8790 1.0303 1.3058
O 3.0565 0.2711 1.5872
C 3.2884 0.4479 2.9115
C 4.2469 -0.1478 3.6958
C 4.2815 0.2128 5.0470
C 3.3871 1.1336 5.5703
C 2.4134 1.7347 4.7645
C 2.3867 1.3712 3.4403
H 4.9204 -0.8857 3.2815
H 5.0132 -0.2485 5.6993
H 3.4327 1.3830 6.6235
H 1.6948 2.4402 5.1597
S 3.0529 7.1370 1.3961
C 2.7983 5.7250 0.5447
S 2.2637 4.2938 1.3644
C 2.1940 3.4354 -0.1566
N 2.5499 4.1601 -1.1653
N 2.8914 5.4480 -0.7718
C 3.3117 6.2989 -1.8425
C 3.0660 5.8763 -3.1500
C 3.4627 6.6628 -4.2178
C 4.1088 7.8732 -4.0069
C 4.3559 8.2824 -2.7073
C 3.9642 7.5070 -1.6240
S 1.6088 1.8084 -0.3830
H 2.5701 4.9341 -3.3152
H 3.2610 6.3187 -5.2245
H 4.4173 8.4852 -4.8453
H 4.8639 9.2201 -2.5183
H 4.1606 7.8374 -0.6177
*
```

Its relative energy (zero: lowest compared OMol25 entry of this formula, charge and spin) is 114.15 kJ/mol.


# 6
Computed, not measured: a molecular structure, C29H19Br3N3O3S2Sr at a distorted geometry, with wB97M-V/def2-TZVPD.

```
! wB97M-V def2-TZVPD RIJCOSX def2/J DEFGRID3
* xyz -1 1
Sr 0.7250 -0.1641 0.1159
Br 1.0552 1.2490 -3.0207
C 2.8697 0.6177 -3.2677
C 3.2365 0.7847 -4.5788
C 4.5405 0.5201 -4.9299
C 5.4202 0.1069 -3.9943
C 5.0097 -0.1456 -2.6491
C 5.9583 -0.5941 -1.7059
C 5.6181 -0.9245 -0.4129
C 4.2180 -0.6945 -0.0681
C 3.2012 -0.2217 -0.8946
C 3.6465 0.0943 -2.2129
H 2.5389 1.1103 -5.3292
H 4.7673 0.5468 -6.0118
H 6.4506 0.0484 -4.2440
H 6.9403 -0.7048 -2.1400
H 6.3006 -1.3012 0.2806
H 3.8814 -1.0719 0.8876
O 0.7277 0.6924 4.7046
C -0.2998 1.5103 4.9330
C -0.7525 1.7451 6.2688
C -1.7320 2.6731 6.4562
C -2.3293 3.4144 5.4470
C -1.9981 3.1233 4.1279
C -0.9919 2.1787 3.9085
C -0.7573 1.7865 2.4911
O 0.4131 1.3322 2.1619
N -1.7854 2.0456 1.7014
N -1.5213 1.6709 0.3625
C -2.3219 2.2363 -0.4333
S -2.3773 1.9628 -2.2051
C -3.9034 2.8710 -2.4767
C -3.8995 4.0708 -1.4463
S -3.4404 3.4794 0.1733
H 0.8367 0.6858 3.7142
H -0.1525 1.2347 7.0546
H -1.9897 2.9122 7.5182
H -3.0759 4.1747 5.7601
H -2.3877 3.6303 3.2640
H -4.7297 2.1864 -2.4714
H -3.7888 3.1580 -3.5106
H -4.8982 4.4395 -1.3646
H -3.2431 4.8739 -1.7564
Br 0.9709 -4.9533 2.7269
C -0.1869 -4.5670 1.2372
C -0.9952 -5.5597 0.7125
C -1.7846 -5.3739 -0.3852
Br -3.1125 -6.7645 -0.6169
C -1.8989 -4.0907 -0.9285
C -2.6806 -3.8109 -2.1162
C -2.7916 -2.4822 -2.5346
C -2.0371 -1.5298 -1.8457
N -1.1893 -1.7749 -0.9053
C -1.1085 -3.0367 -0.4289
C -0.1832 -3.2457 0.7048
O 0.5664 -2.3056 1.1373
H -0.8638 -6.5582 1.0925
H -3.3138 -4.5700 -2.4987
H -3.3568 -2.2350 -3.4242
H -2.0142 -0.4854 -2.1339
*
```

Its relative energy (zero: lowest compared OMol25 entry of this formula, charge and spin) is 109.36 kJ/mol.